Below is a cluster of 11 separate species, C19H60N12O11 in total at a distorted geometry, with properties calculated with ωB97M-V with the def2-TZVPD basis set.

- E_LUMO: -0.005 Ha
- Kohn-Sham gap: 7.5 eV
- Molecular weight: 632.762 g/mol
- HOMO: -0.281 hartree
- Energy above the lowest of the compared OMol25 structures with the same formula, charge and spin: 1.303 eV
- Structure (SMILES): NC(N)=O.NC(N)=O.NC(N)=O.NC(N)=O.NC(N)=O.NC(N)=O.CC(C)O.CC(C)O.CC(C)O.CC(C)O.CO

Element x y z (Å)
C  -0.476167  -0.025088  0.374529
O  -0.464167  0.653912  1.629529
H  -1.476167  -0.234088  0.150529
H  0.091833  -0.938088  0.417529
H  -0.044167  0.644912  -0.397471
H  0.258833  1.275912  1.608529
C  2.595833  0.598912  -1.564471
O  1.640833  0.136912  -2.383471
N  3.370833  -0.235088  -0.963471
N  2.868833  1.832912  -1.345471
H  3.129833  -1.246088  -1.084471
H  3.966833  0.060912  -0.218471
H  2.056833  2.371912  -1.720471
H  3.770833  2.153912  -1.028471
C  -0.264167  -1.679088  -4.207471
O  -1.023167  -2.480088  -5.066471
N  -0.511167  -1.362088  -2.942471
N  1.012833  -1.451088  -4.466471
H  -1.461167  -1.427088  -2.581471
H  0.038833  -0.574088  -2.540471
H  1.374833  -1.628088  -5.447471
H  1.539833  -0.780088  -3.889471
C  2.618833  -3.017088  -1.924471
O  2.892833  -3.264088  -3.306471
N  1.472833  -2.655088  -1.534471
N  3.536833  -3.137088  -1.028471
H  0.727833  -2.421088  -2.251471
H  1.252833  -2.673088  -0.564471
H  4.479833  -3.170088  -1.383471
H  3.392833  -2.983088  -0.015471
C  -4.293167  -1.011088  -0.786471
O  -3.094167  -0.808088  -1.412471
N  -4.913167  -2.133088  -0.520471
N  -4.995167  0.018912  -0.384471
H  -4.321167  -2.912088  -0.647471
H  -5.674167  -2.083088  0.150529
H  -4.514167  0.949912  -0.646471
H  -6.013167  -0.004088  -0.640471
C  -1.585167  -0.828088  4.869529
O  -2.299167  -1.944088  5.287529
N  -0.364167  -0.504088  5.313529
N  -2.058167  0.112912  4.112529
H  0.132833  -1.238088  5.855529
H  0.191833  0.287912  5.112529
H  -3.049167  -0.149088  3.897529
H  -1.417167  0.122912  3.279529
C  -2.774167  2.294912  -0.247471
O  -1.604167  2.486912  -0.947471
N  -2.886167  1.865912  0.953529
N  -3.884167  2.398912  -0.850471
H  -1.998167  1.513912  1.295529
H  -3.735167  1.362912  1.269529
H  -3.876167  2.511912  -1.869471
H  -4.788167  2.756912  -0.473471
C  -1.005167  -3.234088  2.108529
C  -2.223167  -3.053088  1.248529
C  -1.866167  -3.380088  -0.189471
O  -3.067167  -3.961088  1.482529
H  -0.240167  -2.587088  1.752529
H  -0.445167  -4.204088  2.090529
H  -1.297167  -2.904088  3.111529
H  -2.638167  -2.079088  1.371529
H  -2.676167  -3.570088  -0.855471
H  -1.330167  -4.285088  -0.320471
H  -1.207167  -2.712088  -0.672471
H  -3.678167  -3.536088  2.122529
C  1.698833  4.544912  0.898529
C  1.658833  3.268912  1.738529
C  0.431833  3.254912  2.639529
O  1.702833  2.196912  1.086529
H  2.579833  4.630912  0.288529
H  1.537833  5.427912  1.515529
H  0.899833  4.503912  0.195529
H  2.558833  3.342912  2.309529
H  -0.476167  3.173912  2.110529
H  0.402833  4.186912  3.240529
H  0.503833  2.401912  3.332529
H  2.306833  2.348912  0.347529
C  1.423833  3.499912  -4.310471
C  0.279833  3.240912  -3.384471
C  -0.458167  1.980912  -3.842471
O  0.574833  3.132912  -2.186471
H  2.200833  2.677912  -4.174471
H  1.812833  4.475912  -4.072471
H  1.107833  3.481912  -5.370471
H  -0.407167  4.119912  -3.451471
H  -1.242167  1.435912  -3.258471
H  0.242833  1.237912  -4.202471
H  -1.027167  2.183912  -4.740471
H  -0.309167  2.907912  -1.806471
C  1.762833  -0.872088  3.227529
C  2.522833  -1.274088  1.989529
C  3.989833  -1.285088  2.245529
O  2.237833  -2.346088  1.470529
H  1.776833  0.223912  3.429529
H  1.972833  -1.399088  4.121529
H  0.723833  -1.221088  3.050529
H  2.209833  -0.536088  1.260529
H  4.273833  -1.988088  3.036529
H  4.301833  -0.222088  2.501529
H  4.559833  -1.620088  1.334529
H  2.777833  -3.032088  1.884529

Cartesian forces (eV/Å) of the 6 atoms listed first:
C 1.6 1.1 -0.3
O -0.7 -0.6 0.4
H -1.4 -0.5 -0.7
H 0.3 -0.5 0.1
H -0.4 -0.5 0.3
H 0.6 0.2 -0.2

These are the Löwdin partial charges, in e, on atoms 1 to 6:
1. C -0.09
2. O -0.18
3. H 0.04
4. H 0.06
5. H 0.09
6. H 0.01